1.
Computed, not measured: a 2-piece molecular cluster, C6H15NO2 overall, with the ωB97M-V functional and the def2-TZVPD basis.

Values from the calculation:
SMILES   C/C(N)=C(/C)O.COC
LUMO level   0.796 eV
Gap between HOMO and LUMO   8.12 eV
Maximum force   0.0721 hartree/bohr
Energy above the lowest of the compared OMol25 structures with the same formula, charge and spin   4.275 eV

The geometry in ORCA input format:
```
! wB97M-V def2-TZVPD RIJCOSX def2/J DEFGRID3
* xyz 0 1
H -0.09296 -1.31764 2.04251
C -0.52014 1.54597 2.08818
H -0.89549 2.08936 1.21629
C 1.60825 -1.61720 -1.01962
H -0.46921 2.11558 -0.83168
H -1.71049 -1.68122 2.68492
C 1.01245 -0.23648 -0.89676
H -1.80186 -1.45202 1.03728
H 1.14351 -2.34993 -0.36004
H 0.56154 1.44247 1.96356
H 2.68443 -1.60748 -0.84131
H -2.02285 1.23516 -1.16067
N 1.89351 0.73769 -1.43221
H -0.78288 1.47232 -2.40418
H 1.57621 1.68712 -1.29913
H 1.50789 -2.00917 -2.03580
C -0.95247 1.28465 -1.34229
C -1.17211 -1.15539 1.88470
O -1.30592 0.21241 2.14819
H -0.78136 -1.90285 -1.14120
H 2.84744 0.60909 -1.12147
H -0.79384 1.97476 3.04943
C -0.33697 -0.02863 -0.93347
O -1.19668 -1.04857 -1.29526
*
```

Results of the Löwdin charge analysis, in e, for atoms 1 through 4: atom 1 (H): 0.095, atom 2 (C): -0.007, atom 3 (H): 0.049, atom 4 (C): -0.051

***

2.
Computed, not measured: a 2-piece molecular cluster, C8H8N4O3 overall, with the ωB97M-V functional and the def2-TZVPD basis.

Values from the calculation:
LUMO level (alpha / beta)   -0.075 / -1.522 eV
Gap between HOMO and LUMO (alpha / beta)   9.23 / 7.50 eV
⟨S²⟩   2.02
Maximum force   0.0246 hartree/bohr
Energy above the lowest of the compared OMol25 structures with the same formula, charge and spin   0.000 eV

The geometry in ORCA input format:
```
! wB97M-V def2-TZVPD RIJCOSX def2/J DEFGRID3
* xyz 0 3
H -3.74500 0.16515 -0.45792
O 1.87355 1.89816 1.50053
N 0.29251 2.31986 -0.07541
C -1.08188 -0.01946 1.36205
C 1.39039 1.71841 0.40346
N 1.80137 -2.10010 0.56967
H 2.96798 0.31576 -0.26060
O 1.73193 -2.82666 -0.40835
N 1.54212 0.43055 -1.67628
H -0.18945 3.00259 0.48374
N -2.27792 0.32959 0.94884
H 1.44629 -0.74453 2.00690
C -2.05384 -1.08147 -0.95190
O 0.51843 0.73769 -2.28695
C -0.79476 -1.46003 -0.52680
C 2.02055 0.73512 -0.54922
C -2.75868 -0.17294 -0.17190
H -0.05465 2.10517 -1.00133
H -2.48089 -1.46695 -1.86429
C 1.06903 -1.23059 1.12131
H -0.20223 -2.16656 -1.09923
H -0.73679 0.42620 2.28547
C -0.27806 -0.91499 0.64819
*
```

Results of the Löwdin charge analysis, in e, for atoms 1 through 4: atom 1 (H): 0.104, atom 2 (O): 0.059, atom 3 (N): 0.204, atom 4 (C): -0.119

***

3.
Computed, not measured: C23H29BrHfN4OS as an isolated structure, with the ωB97M-V functional and the def2-TZVPD basis.

Values from the calculation:
LUMO level (alpha / beta)   -14.539 / -14.546 eV
Gap between HOMO and LUMO (alpha / beta)   5.92 / 5.91 eV
Maximum force   0.0403 hartree/bohr
Energy above the lowest of the compared OMol25 structures with the same formula, charge and spin   0.797 eV

The geometry in ORCA input format:
```
! wB97M-V def2-TZVPD RIJCOSX def2/J DEFGRID3
* xyz 4 1
H 2.08991 -2.31302 0.70211
C 0.81443 4.54264 -0.30151
C 5.40283 -2.68080 0.05250
C 3.43829 -0.74267 0.06718
H 0.87027 -3.80976 -0.59110
Hf 0.29148 -0.37141 0.10466
C 4.08616 -3.04438 0.36757
C 4.76563 -0.37584 -0.22231
H -3.26237 -2.04253 5.11527
H -2.11770 -3.25848 5.68622
C -1.18296 -1.68391 4.54262
S -0.19280 0.60172 3.20321
H -1.74071 2.34812 -0.16581
C -1.94809 -2.20719 -0.19654
C -1.40556 -0.19803 4.27895
H -1.22785 -2.23964 3.60269
C 5.73691 -1.35254 -0.22507
C 1.35246 0.49070 4.16317
H 1.01857 5.60284 -0.39462
C -0.72445 2.71605 -0.17201
N 0.27356 1.80794 -0.08843
H -2.19356 -1.68386 6.46808
H 0.07343 -6.42887 0.35945
C -2.25557 -2.19451 5.50675
H 0.88257 2.24394 5.35340
C 1.56722 2.27767 -0.10659
O 0.05242 -0.49793 2.02357
N 2.37714 0.14831 0.05089
C -0.19114 -3.66492 -0.43353
N 2.61961 1.39570 -0.03472
H 6.17273 -3.44192 0.03043
H -3.93420 -2.98178 -0.04636
H -1.33264 4.75752 -0.34893
H 2.10199 0.15579 3.44216
C -2.87818 -3.20371 -0.13667
C -0.49519 4.07616 -0.27555
C 3.11058 -2.08040 0.37649
C -1.04047 -4.76864 -0.39532
H 2.89154 2.54011 3.04073
H 2.54842 1.72922 5.40364
H 6.76112 -1.08853 -0.45342
H 3.86928 -4.07385 0.61875
H 1.22888 -0.26134 4.94054
H -2.37998 -0.00837 3.82342
H 2.89719 3.93761 -0.23959
H -3.11682 -5.33107 -0.20232
C 2.05675 2.89228 3.65428
H -1.30573 -6.87880 -0.63618
N -0.61859 -2.38389 -0.32835
H 0.16729 -6.24676 -1.38242
C 1.86032 3.62706 -0.21375
C -0.50361 -6.15310 -0.52712
H 5.00072 0.65178 -0.46240
H 2.36145 3.83046 4.11477
H -1.35174 0.39045 5.20351
C 1.70051 1.86944 4.73217
C -2.40662 -4.51269 -0.23275
H 1.20074 3.10691 3.00594
H -0.20002 -1.85919 4.98331
Br -2.45752 -0.33239 -0.17161
*
```

Results of the Löwdin charge analysis, in e, for atoms 1 through 4: atom 1 (H): 0.075, atom 2 (C): 0.073, atom 3 (C): 0.042, atom 4 (C): -0.250

***

4.
Computed, not measured: a 2-piece molecular cluster, C7H14N2O overall, with the ωB97M-V functional and the def2-TZVPD basis.

Values from the calculation:
LUMO level (alpha / beta)   -1.049 / -1.052 eV
Gap between HOMO and LUMO (alpha / beta)   6.84 / 6.84 eV
Maximum force   0.0220 hartree/bohr
Energy above the lowest of the compared OMol25 structures with the same formula, charge and spin   4.323 eV

The geometry in ORCA input format:
```
! wB97M-V def2-TZVPD RIJCOSX def2/J DEFGRID3
* xyz 0 1
N 0.86395 -0.45837 -0.77808
H 1.33717 2.18183 0.25094
H -0.28959 2.08585 1.12330
H -1.21638 -1.64736 -1.69190
H -0.62660 -2.44340 -0.22516
H -3.24176 0.15974 -0.44881
C -1.34495 -1.72400 -0.61393
H -2.03852 0.77415 -1.59026
H -2.25774 1.56854 -0.02515
H -2.38060 -1.02688 1.75347
N 3.45945 0.47902 0.16563
H 2.73244 0.60152 0.85718
H 4.42068 0.63161 0.42884
C -2.24711 0.60719 -0.53355
C 3.17419 0.06942 -1.08229
H 2.01240 0.03997 -1.45581
O 3.97004 -0.14080 -1.96196
H -0.63621 -1.17902 1.99836
H -1.40512 0.40692 2.12125
C 0.23622 0.41732 -0.07736
C 0.46989 1.60372 0.53261
C -1.41603 -0.53903 1.58541
C -1.22970 -0.35547 0.07815
H -2.34610 -2.11248 -0.41088
*
```

Results of the Löwdin charge analysis, in e, for atoms 1 through 4: atom 1 (N): 0.190, atom 2 (H): 0.038, atom 3 (H): 0.037, atom 4 (H): 0.082

***

5.
Computed, not measured: C5H11AlFO8P as an isolated structure, with the ωB97M-V functional and the def2-TZVPD basis.

Values from the calculation:
LUMO level (alpha / beta)   6.932 / 6.932 eV
Gap between HOMO and LUMO (alpha / beta)   4.99 / 4.93 eV
⟨S²⟩   0.76
Maximum force   0.0685 hartree/bohr
Energy above the lowest of the compared OMol25 structures with the same formula, charge and spin   0.000 eV

The geometry in ORCA input format:
```
! wB97M-V def2-TZVPD RIJCOSX def2/J DEFGRID3
* xyz -3 2
H -2.89909 -15.82572 -9.20240
C -6.55420 -10.15732 -11.93111
H -7.62969 -14.76999 -12.65007
H -6.88740 -9.18946 -12.30572
P -0.07304 -13.00944 -9.23355
C -3.17643 -16.51831 -9.99707
H -7.57394 -13.01093 -12.36805
O -5.29885 -10.23177 -11.27341
Al -2.89354 -11.74452 -10.33096
O -4.66388 -14.05845 -10.17914
H -2.68642 -16.14042 -10.89439
C -7.39581 -14.33906 -10.61574
O -4.59675 -16.39948 -10.02154
H -6.62843 -10.95304 -12.67233
C -7.15626 -13.97416 -12.07508
F -2.57526 -13.77386 -12.49945
O 1.34699 -13.48537 -9.06807
H -8.40350 -14.69340 -10.39871
O -0.08720 -12.56192 -10.73889
O -6.53760 -15.42578 -10.21391
H -6.07344 -13.95797 -12.19891
O -1.24747 -14.01621 -9.20327
O -0.59477 -11.68153 -8.52176
H -2.74470 -17.49912 -9.79779
H -7.12672 -13.44406 -10.05478
H -7.28977 -10.41166 -11.16798
C -5.20960 -15.14278 -10.05807
*
```

Results of the Löwdin charge analysis, in e, for atoms 1 through 4: atom 1 (H): 0.068, atom 2 (C): -0.441, atom 3 (H): 0.061, atom 4 (H): 0.007

***

6.
Computed, not measured: an isolated molecule of C12H15IS, with the ωB97M-V functional and the def2-TZVPD basis.

Values from the calculation:
LUMO level (alpha / beta)   -1.401 / -1.400 eV
Gap between HOMO and LUMO (alpha / beta)   6.76 / 6.77 eV
Maximum force   0.0238 hartree/bohr
Energy above the lowest of the compared OMol25 structures with the same formula, charge and spin   0.110 eV

The geometry in ORCA input format:
```
! wB97M-V def2-TZVPD RIJCOSX def2/J DEFGRID3
* xyz 0 1
H 0.53609 -2.75780 -1.25739
C -0.29625 2.06440 -2.95565
I 0.33874 2.20855 -4.98353
C 0.14974 -0.37847 0.11906
H 1.38553 -2.20325 2.58955
H -2.19635 0.89515 0.58972
H 1.01201 -3.73277 0.14279
H 0.01185 -0.03960 3.41174
C 0.83633 -1.63213 0.55628
C 0.41337 -2.88654 -0.18488
H -1.06948 3.15530 -1.30721
H 0.18449 1.51458 1.13864
C -0.21289 0.85795 -2.36767
H -2.09653 -0.41771 1.76595
C -0.18510 0.49559 1.29624
H -0.35344 -2.15872 2.26788
C -0.64656 3.34738 -2.29181
C -0.04880 -0.07816 -1.18524
C 0.59791 -1.66241 2.06718
S 2.67657 -1.37550 0.30835
H 1.54492 0.20650 2.56277
H -1.36927 3.90125 -2.88906
H -1.94276 1.26291 2.29943
C 0.53273 -0.18918 2.46771
C -1.70233 0.56181 1.50224
H 2.62019 -1.29988 -1.01703
H 0.23731 3.97735 -2.17697
C -0.32192 -0.54029 -2.48179
H -0.63610 -3.09631 0.01271
*
```

Results of the Löwdin charge analysis, in e, for atoms 1 through 4: atom 1 (H): 0.064, atom 2 (C): -0.698, atom 3 (I): 0.823, atom 4 (C): -0.171

***

7.
Computed, not measured: CH2IN3O2 as an isolated structure, with the ωB97M-V functional and the def2-TZVPD basis.

Values from the calculation:
LUMO level   -1.778 eV
Gap between HOMO and LUMO   6.62 eV
Maximum force   0.0858 hartree/bohr
Energy above the lowest of the compared OMol25 structures with the same formula, charge and spin   1.848 eV

The geometry in ORCA input format:
```
! wB97M-V def2-TZVPD RIJCOSX def2/J DEFGRID3
* xyz 0 1
O -1.08069 1.46877 1.47324
N 0.91888 -0.52809 0.70756
O -0.51422 0.73071 -0.58068
N -0.08276 -1.24851 -1.31344
I -1.53399 -0.81008 -2.49756
N -0.35107 1.69390 0.57746
C 0.15095 -0.36582 -0.41156
H 1.04763 0.39902 1.07110
H 1.44527 -1.33990 0.97388
*
```

Results of the Löwdin charge analysis, in e, for atoms 1 through 4: atom 1 (O): 0.134, atom 2 (N): 0.172, atom 3 (O): -0.188, atom 4 (N): -0.491

***

8.
Computed, not measured: a 7-piece molecular cluster, C19H42NO13S overall, with the ωB97M-V functional and the def2-TZVPD basis.

Values from the calculation:
LUMO level   2.104 eV
Gap between HOMO and LUMO   5.64 eV
Maximum force   0.2445 hartree/bohr
Energy above the lowest of the compared OMol25 structures with the same formula, charge and spin   1.297 eV

The geometry in ORCA input format:
```
! wB97M-V def2-TZVPD RIJCOSX def2/J DEFGRID3
* xyz -1 1
H 0.53046 3.77080 -0.87325
O 0.58346 1.42480 -1.87625
H -2.35354 1.45380 -3.06425
O -1.49454 2.53880 3.54575
O 1.51646 -2.95220 -2.68025
H -0.48354 -0.36120 1.31975
C -0.84654 5.23480 -1.20825
C -2.88254 2.54680 -0.79725
H -1.11354 1.88680 -4.60125
H -0.59754 5.67080 -0.25125
O -0.06354 0.70680 3.39575
S -0.09854 2.15480 3.39875
H 3.73546 -1.38220 -3.16825
O -2.37654 1.40280 -1.04125
H -1.68154 -1.22520 -1.50725
C 2.38846 0.36580 2.34575
H -1.63654 3.50680 0.60675
C -0.51054 3.85480 -1.16325
C -3.77754 -0.31420 2.96175
H -3.41854 0.63080 3.23875
H 6.13946 -2.42520 1.92775
C -1.58954 -0.51220 -2.40225
O 0.66546 2.73080 4.41975
H -4.32654 -0.11620 1.88875
O -2.31454 -2.06820 1.69775
H -0.65854 -0.36420 -2.52625
H 4.68146 -1.66520 -1.64825
C -2.48454 0.71580 -2.25225
O -3.57054 3.20880 -1.63825
H 4.12946 -3.02520 -2.77925
H -1.93154 5.44280 -1.54925
H 2.16046 -1.54020 -1.31625
C -0.11954 1.71680 -4.12625
H -1.95454 -1.33720 -3.17025
H 1.77646 0.38080 3.30575
O 1.72446 -1.63820 1.23675
C 0.00546 2.13780 -2.70625
H -0.07554 0.60880 -4.29225
H -0.25254 5.89880 -1.87425
H -4.72754 -0.81620 3.43475
H -2.58254 -2.05320 5.04275
C 5.49946 -3.19420 2.39575
C 3.83746 -1.96020 -2.31125
O -0.15654 -2.62220 -1.28925
C -0.48354 -3.61120 -3.46925
H 0.29246 2.10480 -4.87025
O 3.60946 -1.72020 2.49275
H 2.46146 -2.97120 -0.86825
H 3.89046 -3.01820 0.79775
H 1.81146 0.71780 1.50475
H -1.34954 -3.05120 -3.38925
H -0.96154 3.15080 -0.37625
H -1.99654 -0.10120 0.96375
C -2.73854 -1.51320 2.77375
H -0.89554 -0.64420 -0.22025
C 0.30746 -2.99320 -2.41025
H -3.47154 0.41080 -2.19225
H 3.37146 -3.58920 2.56875
H 5.72446 -4.09120 2.00975
C 2.57546 -1.12720 1.97175
O -0.57954 3.33980 -2.46425
H -0.81854 0.93280 0.47375
C 4.07146 -2.98220 1.92375
H -1.41554 -1.37420 4.51275
H -0.08154 -3.19620 -4.30225
H 3.40246 0.73180 2.64975
H 5.69046 -3.11320 3.40575
C -2.11354 -1.87720 4.18675
H -3.44954 3.71380 0.77875
C 2.45746 -2.39620 -1.75225
N -1.06854 0.02280 0.59975
H -0.56954 -4.75320 -3.47425
H -1.93954 -3.10420 4.16175
C -2.73154 3.00580 0.67875
O 0.35146 2.59280 2.01675
H -2.64754 2.08580 1.26875
*
```

Results of the Löwdin charge analysis, in e, for atoms 1 through 4: atom 1 (H): 0.139, atom 2 (O): 0.094, atom 3 (H): 0.114, atom 4 (O): -0.429

***

Computed values of energy (unit: a.u.) for the preceding records, in sequence: -442.72411 -754.22602 -4206.82912 -459.71999 -1482.51095 -1161.94459 -651.59011 -2179.92367.